Molecular formula: H42O21
Method: DFT, wB97M-V/def2-TZVPD

Structure (ORCA input):
```
! RIJCOSX wB97M-V def2-TZVPD def2/J DEFGRID3
* xyz 0 1
O -2.836 -3.558 -2.033
H -3.774 -3.425 -2.167
H -2.513 -2.706 -1.740
O 5.605 -0.259 1.117
H 4.979 -0.814 0.652
H 5.228 -0.152 1.990
O 0.342 0.190 -0.146
H 0.433 0.474 0.764
H 0.412 0.996 -0.657
O 0.716 2.506 -1.641
H 0.821 2.896 -0.773
H 0.223 3.157 -2.139
O -0.719 4.029 -3.465
H -1.656 3.834 -3.443
H -0.505 4.077 -4.396
O -2.534 1.107 -2.800
H -3.260 0.498 -2.667
H -2.951 1.915 -3.101
O -2.135 3.196 1.636
H -1.359 3.129 2.191
H -1.954 3.939 1.059
O -0.588 -3.577 1.379
H -0.893 -3.054 0.638
H -0.798 -3.048 2.149
O -4.899 -0.803 0.752
H -4.335 -0.035 0.663
H -5.724 -0.456 1.093
O 0.906 1.483 3.341
H 1.284 0.604 3.333
H -0.022 1.344 3.529
O -1.698 -1.542 -0.637
H -0.820 -1.193 -0.486
H -2.286 -0.824 -0.400
O -1.035 -2.180 3.420
H -1.930 -1.848 3.495
H -0.676 -2.105 4.304
O -0.405 -2.916 -3.651
H -0.074 -2.174 -4.157
H -1.134 -2.555 -3.146
O -2.995 0.966 -0.026
H -2.527 1.551 0.569
H -2.527 1.045 -0.857
O 3.075 -3.688 -0.006
H 2.409 -3.120 0.382
H 3.848 -3.560 0.543
O 5.724 -0.848 -1.951
H 4.817 -1.059 -1.731
H 5.929 -0.081 -1.416
O -0.374 0.104 -4.901
H -1.172 0.226 -4.387
H 0.300 0.580 -4.415
O 0.810 3.144 1.281
H 1.255 3.958 1.517
H 0.800 2.633 2.090
O 3.142 -0.734 -0.708
H 2.207 -0.797 -0.516
H 3.334 0.203 -0.665
O -1.756 0.970 3.392
H -2.462 0.325 3.442
H -2.001 1.644 4.026
O 3.459 -0.955 3.217
H 3.913 -0.750 4.034
H 3.359 -1.907 3.229
*
```

ΔE to the lowest compared entry with this formula, charge and spin ... 126.99 kcal per mole
Orbital gap ... 9.1 eV
Max |F| ... 1.27 eV/Å